(1)
A molecular structure, C37H41Br2ClF4N6O2Tl, computed with ωB97M-V/def2-TZVPD.

Geometry as ORCA input:
```
! wB97M-V def2-TZVPD RIJCOSX def2/J DEFGRID3
* xyz -1 1
Tl 0.368 -0.346 -0.048
C -1.355 -3.525 -0.191
C -2.235 -2.570 0.610
N -1.518 -1.868 1.681
C -0.962 -2.805 2.647
C 0.086 -2.187 3.566
C -2.373 -0.861 2.315
C -1.672 0.490 2.578
N -1.386 1.166 1.342
C -2.098 2.166 0.877
C -1.754 2.632 -0.434
F -0.788 1.926 -1.098
C -2.317 3.725 -1.031
F -1.915 4.112 -2.266
C -3.310 4.468 -0.404
C -3.715 4.029 0.845
F -4.700 4.720 1.480
C -3.164 2.928 1.461
F -3.671 2.607 2.698
H -1.816 -3.702 -1.158
H -0.376 -3.079 -0.360
H -1.230 -4.488 0.301
H -2.600 -1.807 -0.082
H -3.103 -3.124 1.016
H -1.764 -3.255 3.262
H -0.477 -3.606 2.089
H -0.354 -1.464 4.246
H 0.552 -2.967 4.164
H 0.852 -1.696 2.970
H -3.213 -0.644 1.648
H -2.785 -1.245 3.264
H -2.306 1.059 3.265
H -0.713 0.316 3.075
H -3.739 5.333 -0.870
Br -1.585 -3.233 -4.422
C 0.105 -2.351 -4.393
C 1.041 -2.653 -5.359
C 2.279 -2.050 -5.316
Br 3.596 -2.596 -6.599
C 2.594 -1.094 -4.342
C 3.804 -0.373 -4.283
C 4.002 0.547 -3.289
C 2.998 0.731 -2.332
N 1.864 0.076 -2.365
C 1.624 -0.810 -3.336
C 0.329 -1.482 -3.300
O -0.510 -1.323 -2.385
H 0.805 -3.354 -6.145
H 4.556 -0.544 -5.043
H 4.911 1.128 -3.247
H 3.108 1.432 -1.517
C 3.554 3.275 4.267
C 3.023 2.694 5.589
C 3.567 3.582 6.722
C 1.497 2.823 5.563
C 3.518 1.211 5.771
O 4.864 1.107 5.330
C 3.542 0.698 7.237
C 2.257 0.571 8.065
C 1.291 -0.496 7.628
C -0.033 -0.186 7.341
C -0.944 -1.171 6.999
C -0.532 -2.490 6.948
Cl -1.663 -3.730 6.542
C 0.782 -2.825 7.235
C 1.680 -1.830 7.575
C 2.755 0.166 4.915
N 3.027 0.237 3.509
C 2.295 0.766 2.512
N 2.889 0.556 1.358
C 4.002 -0.125 1.699
N 4.116 -0.335 2.987
H 3.429 4.356 4.272
H 3.012 2.881 3.414
H 4.608 3.051 4.125
H 3.286 4.614 6.528
H 4.655 3.543 6.776
H 3.157 3.309 7.690
H 1.234 3.875 5.466
H 1.040 2.445 6.471
H 1.066 2.300 4.714
H 5.417 1.682 5.868
H 4.222 1.348 7.792
H 4.021 -0.283 7.192
H 1.740 1.528 8.115
H 2.576 0.327 9.084
H -0.373 0.838 7.390
H -1.967 -0.913 6.778
H 1.094 -3.856 7.199
H 2.698 -2.102 7.812
H 1.681 0.236 5.080
H 3.104 -0.819 5.240
H 1.357 1.268 2.629
H 4.722 -0.464 0.985
*
```

* energy relative to the best compared isomer or geometry (same formula, charge and spin): 0.547 eV
* Kohn-Sham gap: 5.88 eV
* strongest force on any atom: 1.0 eV/Å

Mulliken atomic charge list, values in e, 5 entries:
1. Tl 1.016
2. C -1.161
3. C -0.759
4. N 1.086
5. C -1.062

***

(2)
C3H4N4O in the gas phase at a distorted geometry, computed with ωB97M-V/def2-TZVPD.

Geometry as ORCA input:
```
! wB97M-V def2-TZVPD RIJCOSX def2/J DEFGRID3
* xyz 0 1
H -0.496 2.523 -0.025
N -1.376 2.002 -0.009
C -1.090 0.796 0.008
O -2.118 -0.138 0.034
C -1.512 -1.323 -0.004
N -0.259 -1.285 -0.030
N 0.073 0.006 -0.017
N 1.301 0.694 -0.068
C 2.274 -0.127 0.042
H -2.175 -2.203 -0.057
H 3.285 0.284 0.166
H 2.094 -1.229 -0.041
*
```

* energy relative to the best compared isomer or geometry (same formula, charge and spin): 2.955 eV
* Kohn-Sham gap: 9.23 eV
* strongest force on any atom: 4.1 eV/Å
* SMILES string: [H]/N=c1/ocnn1N=C

Mulliken atomic charge list, values in e, 5 entries:
1. H 0.283
2. N -0.623
3. C 0.400
4. O -0.365
5. C -0.005

***

(3)
A molecular structure, C17H16CdN4O3S3 at a distorted geometry, computed with ωB97M-V/def2-TZVPD.

Geometry as ORCA input:
```
! wB97M-V def2-TZVPD RIJCOSX def2/J DEFGRID3
* xyz 0 1
Cd -1.296 1.651 1.849
C -4.363 -4.055 -0.229
C -3.680 -2.775 0.205
C -2.597 -2.271 -0.521
C -2.095 -1.005 -0.214
N -2.476 -0.284 0.860
C -3.486 -0.806 1.578
C -4.095 -2.022 1.328
H -3.736 -4.534 -1.005
H -5.321 -3.801 -0.682
H -4.543 -4.704 0.629
H -2.203 -2.833 -1.377
H -1.327 -0.577 -0.848
H -3.840 -0.224 2.436
H -4.926 -2.318 1.960
O -3.303 2.843 0.039
S -3.761 3.791 1.119
O -4.229 3.150 2.382
O -4.503 4.954 0.650
S -1.568 4.295 1.730
S 5.049 0.759 -0.368
C 3.396 0.959 0.124
C 2.655 2.066 -0.307
C 1.353 2.146 0.154
N 0.776 1.240 0.965
C 1.516 0.176 1.344
C 2.833 0.008 0.991
C 4.719 0.053 -1.973
C 4.765 -1.335 -2.150
C 4.483 -1.822 -3.395
N 4.233 -1.066 -4.455
C 4.191 0.235 -4.288
C 4.468 0.855 -3.067
H 3.119 2.849 -0.956
H 0.745 3.010 -0.144
H 0.977 -0.634 1.848
H 3.451 -0.842 1.301
H 4.962 -1.976 -1.275
H 4.509 -2.913 -3.606
H 3.981 0.820 -5.172
H 4.308 1.940 -3.014
N -1.092 1.725 5.227
C -1.155 1.638 4.063
H -0.894 1.639 6.264
*
```

* energy relative to the best compared isomer or geometry (same formula, charge and spin): 0.000 eV
* Kohn-Sham gap: 5.77 eV
* strongest force on any atom: 2.8 eV/Å

Mulliken atomic charge list, values in e, 5 entries:
1. Cd 1.267
2. C -1.254
3. C 0.991
4. C -0.521
5. C -0.628

***

(4)
A molecular structure, BrMn at a distorted geometry, computed with ωB97M-V/def2-TZVPD.

Geometry as ORCA input:
```
! wB97M-V def2-TZVPD RIJCOSX def2/J DEFGRID3
* xyz 1 6
Mn 18.812 -15.317 9.371
Br 18.963 -13.154 8.077
*
```

* energy relative to the best compared isomer or geometry (same formula, charge and spin): 0.388 eV
* Kohn-Sham gap (spin up / spin down): 7.10 / 7.14 eV
* strongest force on any atom: 2.6 eV/Å

Table of Mulliken atomic charges, one value per atom, all in e:
1. Mn 1.054
2. Br -0.054

***

(5)
A molecular structure, C4H8O2, computed with ωB97M-V/def2-TZVPD.

Geometry as ORCA input:
```
! wB97M-V def2-TZVPD RIJCOSX def2/J DEFGRID3
* xyz 0 1
O 2.122 0.821 -0.486
C 1.143 0.142 -0.684
C -0.131 0.248 0.109
C -1.297 0.867 -0.699
O -1.980 -0.386 -0.777
C -1.027 -1.002 0.096
H 2.547 -0.011 1.722
H 2.391 -0.504 2.257
H 1.132 -0.612 -1.504
H 0.066 0.712 1.077
H -1.865 1.618 -0.138
H -1.051 1.267 -1.690
H -1.462 -1.255 1.069
H -0.589 -1.904 -0.350
*
```

* energy relative to the best compared isomer or geometry (same formula, charge and spin): 3.198 eV
* Kohn-Sham gap: 10.73 eV
* strongest force on any atom: 0.5 eV/Å

Mulliken atomic charge list, values in e, 5 entries:
1. O -0.464
2. C -0.379
3. C 0.349
4. C -0.414
5. O -0.394

***

(6)
C3H7N3O2 in the gas phase at a distorted geometry, computed with ωB97M-V/def2-TZVPD.

Geometry as ORCA input:
```
! wB97M-V def2-TZVPD RIJCOSX def2/J DEFGRID3
* xyz 0 1
H 3.451 0.787 0.033
N 2.891 -0.057 0.155
C 1.616 0.118 0.099
N 0.916 1.285 -0.183
C 0.768 -1.107 0.241
O -0.387 -0.949 -0.639
N -1.599 -0.936 0.003
C -2.247 0.239 0.249
O -1.812 1.346 0.050
H 1.429 2.178 -0.245
H -0.025 1.383 -0.335
H 1.392 -1.991 0.040
H 0.398 -1.289 1.214
H -2.081 -1.838 -0.053
H -3.246 0.044 0.711
*
```

* energy relative to the best compared isomer or geometry (same formula, charge and spin): 3.497 eV
* Kohn-Sham gap: 9.60 eV
* strongest force on any atom: 4.5 eV/Å
* SMILES string: [H]/N=C(\N)CONC=O

Mulliken atomic charge list, values in e, 5 entries:
1. H 0.217
2. N -0.677
3. C 0.362
4. N -0.265
5. C -0.192

***

(7)
2 unconnected molecules or ions with the total composition CH2N2OS at a distorted geometry, computed with ωB97M-V/def2-TZVPD.

Geometry as ORCA input:
```
! wB97M-V def2-TZVPD RIJCOSX def2/J DEFGRID3
* xyz 0 1
C 0.034 0.327 0.515
N 0.885 0.993 -1.228
N -0.574 -0.752 0.275
O 1.432 0.128 -1.809
S 0.224 1.168 1.874
H -0.805 -0.836 -0.666
H -1.197 -1.029 1.038
*
```

* energy relative to the best compared isomer or geometry (same formula, charge and spin): 1.911 eV
* Kohn-Sham gap (spin up / spin down): 7.41 / 7.41 eV
* strongest force on any atom: 5.3 eV/Å

Mulliken atomic charge list, values in e, 5 entries:
1. C 0.270
2. N 0.086
3. N -0.323
4. O -0.199
5. S -0.324

***

(8)
C20H24FN3O2S in the gas phase, computed with ωB97M-V/def2-TZVPD.

Geometry as ORCA input:
```
! wB97M-V def2-TZVPD RIJCOSX def2/J DEFGRID3
* xyz 0 1
C -1.409 4.234 1.527
O -0.592 3.994 0.404
C -1.240 4.166 -0.839
C -2.050 2.926 -1.239
N -1.189 1.767 -1.228
C -0.800 1.125 -2.356
S -1.609 1.364 -3.787
N 0.245 0.264 -2.262
C 0.864 -0.081 -0.999
C -0.021 -0.964 -0.100
C 0.675 -1.248 1.188
C 1.529 -2.284 1.463
C 1.973 -3.419 0.611
N 1.986 -2.167 2.752
C 1.448 -1.055 3.330
C 1.615 -0.527 4.603
C 0.937 0.633 4.912
C 0.116 1.232 3.957
F -0.530 2.373 4.308
C -0.069 0.732 2.691
C 0.612 -0.440 2.364
C 0.600 -0.569 -3.399
C 0.023 -1.941 -3.298
C -1.245 -2.399 -3.500
C -1.216 -3.786 -3.213
C 0.064 -4.068 -2.857
O 0.825 -2.958 -2.899
H -1.800 5.258 1.515
H -0.777 4.099 2.402
H -2.251 3.537 1.582
H -1.888 5.051 -0.824
H -0.440 4.322 -1.568
H -2.464 3.048 -2.242
H -2.871 2.761 -0.534
H -0.551 1.776 -0.443
H 1.151 0.827 -0.457
H 1.785 -0.623 -1.226
H -0.967 -0.458 0.095
H -0.248 -1.895 -0.622
H 3.062 -3.472 0.585
H 1.598 -4.365 1.004
H 1.610 -3.298 -0.404
H 2.617 -2.811 3.198
H 2.253 -1.007 5.329
H 1.027 1.091 5.884
H -0.718 1.236 1.994
H 1.690 -0.636 -3.457
H 0.214 -0.075 -4.295
H -2.084 -1.816 -3.816
H -2.036 -4.472 -3.268
H 0.547 -4.981 -2.569
*
```

* energy relative to the best compared isomer or geometry (same formula, charge and spin): 1.982 eV
* Kohn-Sham gap: 8.59 eV
* strongest force on any atom: 0.9 eV/Å
* SMILES string: COCCNC(=S)N(CCc1c(C)[nH]c2ccc(F)cc12)Cc1ccco1

Mulliken atomic charge list, values in e, 5 entries:
1. C -0.663
2. O -0.379
3. C -0.531
4. C -0.970
5. N 0.084